Record 1
Here is a structure of composition C37H79BIN6O25P2 in a non-equilibrium geometry from OMol25. Energies are from the ωB97M-V functional and the def2-TZVPD basis.

Positions of all 151 atoms, in Å:
C (-1.20522, 5.23100, 2.36549)
C (-1.39689, 4.32132, 0.99976)
C (-0.22286, 3.12729, 0.92336)
N (-0.74898, 2.02664, 0.16894)
C (-0.05771, 0.86620, -0.39552)
C (0.77853, 1.55964, -1.62140)
C (0.15377, 2.96104, -2.25890)
N (-1.13257, 3.22523, -2.62128)
C (-1.31293, -0.10330, -0.93322)
P (-1.42210, -0.35797, -2.86619)
O (-0.65099, -1.62362, -3.38820)
O (-1.44802, -1.43011, -0.53149)
C (-1.10876, -1.90307, 0.80006)
C (-0.59036, -3.43140, 0.46245)
C (-1.10508, -3.99984, -1.03297)
O (-0.99410, -5.49247, -0.89605)
C (-2.56881, -2.21538, 1.40212)
C (-2.85834, -3.03327, 2.74066)
C (-4.51341, -2.98548, 2.99616)
N (-5.02414, -2.66665, 4.38594)
O (-5.32760, -3.24895, 1.94162)
C (-0.04880, -0.85372, 1.55878)
C (-0.83153, -0.05251, 2.74398)
C (-0.07432, 0.92079, 3.82057)
C (-2.21309, 0.80295, 2.44202)
C (-3.45799, 0.41522, 3.49104)
C (-4.90168, 0.60916, 2.73891)
P (1.10260, -1.97469, 2.68078)
N (0.20849, -3.11782, 3.48473)
O (1.95901, -1.24955, 3.98107)
O (2.31954, -2.91193, 1.90935)
N (0.77094, -0.01962, 0.55181)
I (1.75993, -1.22814, -0.91200)
B (2.08570, 0.48774, 1.05044)
N (3.44416, -0.27139, 1.09146)
O (2.44875, 1.87445, 1.51560)
H (-2.23264, 5.63224, 2.80118)
H (-0.68907, 4.63144, 3.22811)
H (-0.53671, 6.17281, 2.13589)
H (-1.33394, 5.05997, 0.09097)
H (-2.48999, 3.84967, 1.09114)
H (0.68918, 3.66664, 0.37074)
H (0.13241, 2.99844, 2.02876)
H (-1.66180, 2.31494, -0.21585)
H (1.88638, 1.91801, -1.34659)
H (0.95293, 0.95289, -2.60088)
H (0.89292, 3.87172, -2.50693)
H (-1.67752, 2.38584, -2.36480)
H (-2.38237, 0.40331, -0.75044)
H (-2.83200, -0.55759, -3.22898)
H (-0.97244, 0.77000, -3.62622)
H (-0.97136, -4.26078, 1.21115)
H (0.54150, -3.60631, 0.35700)
H (-2.22907, -3.79661, -1.24675)
H (-0.35963, -3.72029, -1.88749)
H (-1.91986, -5.87005, -1.10851)
H (-3.05027, -2.94840, 0.57272)
H (-3.38663, -1.34687, 1.32842)
H (-2.63096, -4.19931, 2.61574)
H (-2.38369, -2.71835, 3.74582)
H (-5.91761, -2.14329, 4.24590)
H (-5.16419, -3.57939, 4.87741)
H (-1.23094, -0.93490, 3.46901)
H (0.11442, 0.33664, 4.85020)
H (-0.73901, 1.84028, 4.19885)
H (0.94115, 1.37835, 3.54343)
H (-2.65617, 0.66646, 1.37293)
H (-2.10634, 1.97299, 2.56637)
H (-3.42097, 1.24332, 4.35081)
H (-3.30629, -0.60851, 4.03121)
H (-5.68447, -0.08211, 3.27246)
H (-4.81474, 0.43078, 1.57464)
H (-5.23200, 1.74735, 2.88406)
H (0.53962, -4.08672, 3.19255)
H (2.38960, -0.37847, 3.81532)
H (3.18496, -2.96472, 2.42690)
H (4.07460, 0.28770, 0.47522)
H (3.83545, -0.12587, 2.06755)
H (3.07660, 2.30658, 0.86494)
C (7.22309, -1.67831, -6.17301)
O (6.31336, -2.15051, -5.18128)
C (5.03144, -1.74296, -5.36024)
O (4.62422, -1.03456, -6.26753)
O (4.28127, -2.26015, -4.35474)
C (2.89951, -1.91144, -4.41448)
H (8.21707, -2.06455, -5.93107)
H (6.94125, -2.04951, -7.16361)
H (7.26775, -0.58445, -6.16632)
H (2.44475, -2.29206, -5.33477)
H (2.77134, -0.82690, -4.33742)
H (2.39604, -2.37850, -3.56350)
C (3.66657, 5.48064, 3.39761)
O (3.01083, 6.64041, 2.88863)
C (3.51318, 7.81352, 3.35002)
O (4.44224, 7.93742, 4.13253)
O (2.80261, 8.82477, 2.78991)
C (3.22360, 10.12821, 3.18773)
H (3.18369, 4.60121, 2.96270)
H (4.72156, 5.47399, 3.10528)
H (3.56481, 5.42623, 4.48631)
H (4.26090, 10.30743, 2.88691)
H (3.10407, 10.25960, 4.26802)
H (2.58733, 10.85843, 2.68005)
C (3.06202, 2.20748, -6.53303)
O (2.76979, 3.40471, -5.81516)
C (2.53624, 4.48494, -6.60256)
O (2.55829, 4.50075, -7.82325)
O (2.27401, 5.54443, -5.79634)
C (2.00725, 6.76006, -6.49314)
H (3.23144, 1.40960, -5.80474)
H (2.21657, 1.92119, -7.16689)
H (3.97185, 2.32766, -7.12996)
H (1.11953, 6.65582, -7.12536)
H (2.87495, 7.06226, -7.08842)
H (1.81128, 7.53893, -5.75101)
C (2.55175, 11.34341, -0.46467)
O (2.25952, 12.54064, 0.25321)
C (2.02597, 13.62087, -0.53419)
O (2.04802, 13.63668, -1.75489)
O (1.76373, 14.68037, 0.27202)
C (1.49698, 15.89600, -0.42478)
H (2.72117, 10.54553, 0.26362)
H (1.70630, 11.05712, -1.09853)
H (3.46158, 11.46360, -1.06160)
H (0.60926, 15.79176, -1.05700)
H (2.36468, 16.19820, -1.02006)
H (1.30101, 16.67486, 0.31735)
C (-0.03512, -9.15869, -0.96264)
O (-0.74967, -10.38954, -1.05487)
C (-2.06826, -10.24938, -1.34317)
O (-2.65533, -9.19351, -1.52010)
O (-2.62035, -11.48761, -1.40042)
C (-4.01533, -11.49485, -1.69777)
H (1.00770, -9.39006, -0.72873)
H (-0.06323, -8.62341, -1.91721)
H (-0.43903, -8.53733, -0.15682)
H (-4.20258, -11.05304, -2.68182)
H (-4.57835, -10.96693, -0.92130)
H (-4.35100, -12.53537, -1.71854)
C (-2.73211, -13.27386, 1.10066)
O (-4.10809, -13.05064, 1.40227)
C (-4.45479, -13.34730, 2.68024)
O (-3.70595, -13.77139, 3.54640)
O (-5.77904, -13.09039, 2.82736)
C (-6.28724, -13.35859, 4.13283)
H (-2.56749, -13.00382, 0.05391)
H (-2.09251, -12.64089, 1.72418)
H (-2.47551, -14.33051, 1.22810)
H (-5.78983, -12.72890, 4.87760)
H (-6.17281, -14.41863, 4.38144)
H (-7.35392, -13.11780, 4.13625)

Forces on atoms 1 to 3 (eV/Å):
0.1 0.5 0.1
-0.2 0.2 1.1
0.9 3.9 0.3

Summary:
charge = +1
HOMO energy = -11.423 eV
energy above the lowest of the compared OMol25 structures with the same formula, charge and spin = 142.1 kcal per mole
Kohn-Sham gap = 6.2 eV

Here are the Mulliken charges for atoms 1 to 2, given in e: C -0.928; C -0.482

---

Record 2
Here is a cluster of 3 separate species, C4H5N3O in total in a non-equilibrium geometry from OMol25. Energies are from the ωB97M-V functional and the def2-TZVPD basis.

Positions of all 13 atoms, in Å:
C (-1.60041, 0.80512, -1.44876)
C (-0.30492, 0.97222, -1.21557)
C (-1.17153, -0.53950, 0.14161)
C (1.22508, -0.05171, 0.29908)
N (-2.16949, -0.08162, -0.57239)
N (2.36783, 0.16328, 0.41740)
N (-0.02158, 0.09944, -0.17053)
O (3.52592, 0.10032, 0.70354)
H (-2.26815, 1.32047, -2.15920)
H (0.40441, 1.68481, -1.83508)
H (-1.23524, -1.17026, 1.00578)
H (0.98285, -1.47564, 2.22678)
H (0.26522, -1.82695, 2.60734)

Forces on atoms 1 to 3 (eV/Å):
-2.5 0.7 -0.7
2.0 2.0 -2.1
-1.4 0.4 0.5

Summary:
charge = 0
HOMO energy = -9.480 eV
energy above the lowest of the compared OMol25 structures with the same formula, charge and spin = 139.9 kcal per mole
Kohn-Sham gap = 10.0 eV

Here are the Mulliken charges for atoms 1 to 2, given in e: C -0.446; C -0.071

---

Record 3
Here is a structure of composition C38H50Ge2N3O3S3Ti from OMol25. Energies are from the ωB97M-V functional and the def2-TZVPD basis.

Positions of all 100 atoms, in Å:
Ti (0.61863, -0.93539, 0.47678)
C (0.58374, -3.94551, 1.74178)
N (0.12016, -2.61312, 2.20931)
C (-1.32645, -2.65628, 2.47175)
C (-2.09473, -2.59267, 1.17556)
N (-1.86006, -1.31573, 0.45731)
C (-2.60207, -0.25184, 1.15757)
C (-2.33169, -1.53228, -0.90390)
C (-3.63495, -1.26823, -1.29970)
C (-4.04457, -1.54630, -2.59689)
C (-3.15346, -2.11491, -3.49404)
C (-1.86090, -2.40221, -3.09206)
C (-1.43337, -2.10947, -1.79921)
S (0.23417, -2.44236, -1.33747)
C (0.88223, -2.29928, 3.40443)
C (0.43118, -2.61404, 4.67916)
C (1.19813, -2.28760, 5.78911)
C (2.42584, -1.66460, 5.62051)
C (2.88759, -1.37902, 4.34567)
C (2.12467, -1.69636, 3.22325)
S (2.70659, -1.32647, 1.59219)
H (0.39297, -4.68909, 2.52363)
H (1.65062, -3.89736, 1.53382)
H (0.07459, -4.22148, 0.82371)
H (-1.58300, -1.81756, 3.11997)
H (-1.60225, -3.57785, 2.99927)
H (-3.16718, -2.70478, 1.37726)
H (-1.79849, -3.40552, 0.51364)
H (-2.43866, 0.69918, 0.66377)
H (-3.67341, -0.46345, 1.20376)
H (-2.24892, -0.16741, 2.17981)
H (-4.34007, -0.81813, -0.61631)
H (-5.05566, -1.30961, -2.90026)
H (-3.46145, -2.32798, -4.50996)
H (-1.15117, -2.84297, -3.78118)
H (-0.53084, -3.08492, 4.82565)
H (0.82556, -2.50785, 6.78045)
H (3.02151, -1.39320, 6.48228)
H (3.84436, -0.89309, 4.20039)
C (3.93507, 1.75526, -0.07161)
C (4.29899, 0.39234, -0.63895)
Ge (2.74283, -0.71549, -1.20975)
C (3.56884, -2.48712, -1.57704)
C (4.82687, -2.37097, -2.43790)
C (2.18405, -0.00111, -2.93900)
C (1.14742, 0.83112, -3.01124)
Ge (0.15307, 1.15619, -1.31449)
C (0.62100, 2.99521, -0.63966)
C (1.17778, 3.96775, -1.67701)
C (-1.71311, 1.41955, -2.00541)
C (-1.99023, 2.77020, -2.66194)
C (0.63170, 1.28262, -4.33161)
C (0.95205, 2.52042, -4.88730)
C (0.43844, 2.90328, -6.11763)
C (-0.41798, 2.06147, -6.81290)
C (-0.74298, 0.82585, -6.27186)
C (-0.21914, 0.43958, -5.04725)
H (4.81702, 2.35346, 0.17262)
H (3.35260, 1.64597, 0.84804)
H (3.33744, 2.32653, -0.78336)
H (4.88712, -0.17899, 0.08224)
H (4.91432, 0.51462, -1.53591)
H (2.82852, -3.11525, -2.07459)
H (3.80507, -2.95969, -0.62118)
H (4.61525, -1.88350, -3.39237)
H (5.25325, -3.35266, -2.66235)
H (5.60080, -1.78619, -1.93804)
H (2.71317, -0.28470, -3.85204)
H (1.34622, 2.92111, 0.17679)
H (-0.28841, 3.41606, -0.20387)
H (2.11140, 3.59686, -2.10469)
H (1.38319, 4.94727, -1.23585)
H (0.47781, 4.11413, -2.49926)
H (-2.43542, 1.26903, -1.20531)
H (-1.89202, 0.61617, -2.72541)
H (-1.81967, 3.59796, -1.97049)
H (-3.03192, 2.83478, -2.98987)
H (-1.36324, 2.93248, -3.53965)
H (1.61403, 3.18380, -4.34880)
H (0.70557, 3.86765, -6.53289)
H (-0.82708, 2.36512, -7.76827)
H (-1.40912, 0.15803, -6.80519)
H (-0.47905, -0.52073, -4.61931)
N (0.53462, 0.84311, 2.04565)
C (-0.50268, 1.29459, 2.94267)
C (-1.38607, 2.28828, 2.55932)
C (-2.48059, 2.58360, 3.36375)
C (-2.68589, 1.89721, 4.54835)
C (-1.75314, 0.95406, 4.96102)
C (-0.65780, 0.65754, 4.16818)
S (-4.14186, 2.19110, 5.56200)
O (-4.65116, 0.84766, 5.80225)
O (-3.61574, 2.84805, 6.74775)
O (-4.99232, 3.02455, 4.72689)
H (0.84022, 1.61188, 1.45360)
H (1.34957, 0.56166, 2.58497)
H (-1.25036, 2.79378, 1.61145)
H (-3.20856, 3.32836, 3.06994)
H (-1.90828, 0.44564, 5.90418)
H (0.06940, -0.07980, 4.48886)

Forces on atoms 1 to 3 (eV/Å):
0.0 0.1 -0.2
0.0 0.0 0.0
0.0 0.0 0.0

Summary:
charge = -1
HOMO energy (spin up / spin down) = -5.573 / -5.572 eV
energy above the lowest of the compared OMol25 structures with the same formula, charge and spin = 0.0 kcal per mole
Kohn-Sham gap (spin up / spin down) = 7.5 / 7.5 eV

Here are the Mulliken charges for atoms 1 to 2, given in e: Ti 0.351; C -1.575

---

Which of these has the highest energy above the lowest of the compared OMol25 structures with the same formula, charge and spin?
C37H79BIN6O25P2

---

What is the formula in the first record?
C37H79BIN6O25P2

---

Among the records above, which one has the lowest charge?
C38H50Ge2N3O3S3Ti